Formula: C27H49N6O
Source: OMol25
Level of theory: the ωB97M-V functional and the def2-TZVPD basis

The geometry in XYZ format:
```
83
Properties=species:S:1:pos:R:3:forces:R:3:mulliken_charge:R:1
C 0.148422 2.063868 -0.199357 0.7 0.5 -0.6 -0.91
C 0.025704 0.612293 0.272591 -1.7 0.1 1.6 1.30
C 0.775300 -0.392076 -0.603282 -0.7 0.8 -0.9 -0.65
O 0.234608 0.508142 1.615889 0.7 0.4 0.0 -0.83
H -0.524298 2.753238 0.318677 0.0 -0.3 0.3 0.02
H -0.036100 2.244298 -1.272738 0.1 -0.3 0.0 0.39
H 1.176615 2.393314 0.018385 -0.1 0.1 -0.1 0.01
H -1.083121 0.394531 0.161640 0.1 -0.2 -0.9 -0.52
H 0.322924 -1.366095 -0.451636 0.6 -0.3 0.3 -0.23
H 1.855513 -0.372190 -0.472256 0.0 -0.2 0.3 0.08
H 0.562456 -0.133141 -1.658114 0.1 -0.1 0.0 0.36
C -1.690802 4.624093 4.763155 -0.3 0.6 -0.3 -1.16
C -1.840395 3.562712 3.692276 0.2 -0.5 -0.6 -0.24
C -1.278692 2.203123 4.116872 0.1 -0.4 -0.7 0.50
C -2.083534 1.516553 5.120977 0.4 0.2 0.0 0.13
N -2.713829 0.973736 5.910850 -0.3 -0.1 0.2 -0.54
H -2.342499 5.478050 4.551861 -0.1 -0.1 0.1 0.35
H -0.685183 5.045188 4.797234 0.1 -0.3 0.1 0.30
H -1.960698 4.224482 5.740715 0.0 0.1 0.1 0.29
H -1.304242 3.787491 2.763949 0.1 0.4 0.2 0.12
H -2.868582 3.447036 3.340339 -0.1 0.0 0.4 0.38
H -0.244885 2.308640 4.452549 -0.1 0.0 0.3 -0.01
H -1.183097 1.535437 3.242750 0.0 0.0 0.0 -0.19
C 0.126613 -3.970050 -2.051631 -0.4 0.8 0.4 -0.85
C 0.993006 -4.717120 -3.039497 0.1 0.0 0.2 -0.05
C 0.326544 -5.016426 -4.384700 0.9 0.5 -0.4 -0.59
C -0.836431 -5.880662 -4.301438 -0.1 0.1 -0.1 0.26
N -1.767866 -6.547261 -4.246824 -0.1 -0.2 0.0 -0.45
H -0.262239 -2.997359 -2.377553 0.2 -0.1 -0.5 0.32
H 0.689389 -3.694700 -1.158733 0.0 -0.4 0.1 0.09
H -0.765926 -4.531216 -1.763170 0.2 -0.2 0.1 0.34
H 1.312715 -5.645070 -2.557135 0.0 -0.1 -0.2 0.30
H 1.916790 -4.166981 -3.235239 -0.1 0.1 -0.1 0.00
H 1.068859 -5.434590 -5.072441 -0.2 -0.4 0.1 0.34
H 0.068007 -4.084738 -4.897391 -0.4 0.0 0.3 0.30
C -4.735868 -3.620974 0.766660 -0.1 0.6 0.1 -1.17
C -3.330562 -3.833628 1.357961 -0.7 -0.4 0.2 -0.32
C -2.438783 -2.598514 1.263624 0.2 0.1 -0.4 -0.24
C -1.022695 -2.957460 1.332201 -0.1 0.3 0.0 0.03
N 0.090710 -3.220929 1.395912 0.1 -0.4 0.1 -0.48
H -5.519567 -4.005354 1.418968 0.1 -0.3 -0.1 0.33
H -4.846010 -4.054509 -0.226353 0.0 0.0 0.0 0.31
H -4.964816 -2.553488 0.677799 0.1 0.0 -0.1 0.32
H -2.840300 -4.650652 0.828899 0.0 0.0 0.0 0.33
H -3.473040 -4.173952 2.384784 0.4 0.1 0.1 0.31
H -2.587903 -1.813453 2.006971 -0.3 -0.2 0.1 0.40
H -2.643040 -2.146500 0.288124 0.3 0.2 0.0 0.21
C -3.103592 4.260882 -1.998967 1.1 0.4 0.7 -0.98
C -3.556425 3.317210 -3.079097 -0.8 0.5 -0.5 -0.44
C -4.323207 2.114746 -2.505118 0.6 0.0 -0.2 -0.18
C -5.409863 2.499384 -1.609315 0.0 0.0 0.0 0.24
N -6.262293 2.800527 -0.902976 -0.1 0.0 0.0 -0.45
H -2.372408 3.786809 -1.333098 -0.4 -0.3 0.2 0.10
H -3.940834 4.641097 -1.415951 0.0 -0.1 0.1 0.40
H -2.517266 5.130729 -2.313807 -0.4 0.0 -0.6 0.34
H -2.745530 2.997756 -3.731820 0.1 -0.3 0.3 0.31
H -4.252206 3.836593 -3.749846 0.0 0.1 0.1 0.30
H -3.624916 1.487693 -1.945213 -0.1 -0.2 0.0 0.10
H -4.753616 1.548814 -3.332194 0.1 -0.2 0.1 0.29
C 4.365491 -1.801228 -3.793241 -0.9 0.2 -0.1 -1.04
C 5.324759 -1.447666 -2.653036 -0.3 -0.7 -1.0 -0.30
C 5.354732 -2.535984 -1.588243 -0.1 -0.2 0.2 -0.56
C 4.084232 -2.647754 -0.871914 -0.4 0.2 0.2 0.30
N 3.060144 -2.688897 -0.348133 0.4 -0.2 -0.2 -0.37
H 3.322255 -1.627777 -3.507119 0.1 0.1 0.1 0.20
H 4.378343 -2.842247 -4.128599 0.5 0.0 0.2 0.29
H 4.549473 -1.180410 -4.672206 0.0 0.0 0.1 0.36
H 5.012509 -0.492481 -2.238753 0.3 0.1 0.1 0.27
H 6.313232 -1.399116 -3.112264 0.2 0.3 0.4 0.29
H 6.158084 -2.363277 -0.871261 0.0 0.0 0.1 0.31
H 5.520398 -3.508510 -2.059114 0.2 0.1 0.0 0.28
C 4.869255 2.830168 2.635770 0.1 -0.8 -0.1 -1.27
C 3.489728 2.256314 2.296642 0.2 0.1 0.0 -0.27
C 2.353362 3.228007 2.579514 -0.3 0.7 -0.2 0.42
C 2.302237 3.615369 3.990677 -0.2 -0.3 0.0 0.15
N 2.269090 3.929855 5.094961 0.0 0.1 0.1 -0.55
H 5.248226 3.473387 1.840301 -0.2 0.2 0.1 0.31
H 5.571241 1.992423 2.694866 0.1 0.1 0.1 0.34
H 4.886718 3.353472 3.590932 0.0 0.1 0.0 0.34
H 3.261569 1.344891 2.848844 0.2 0.0 0.0 0.34
H 3.491407 1.971957 1.244640 -0.3 0.0 0.0 0.30
H 1.389317 2.827685 2.245529 0.1 -0.3 0.3 -0.47
H 2.467176 4.192446 2.065484 0.2 -0.2 -0.3 0.32
```
Positions in Å, forces in eV/Å.

Relative energy (zero: lowest compared OMol25 entry of this formula, charge and spin) in eV: 0.657
Gap between HOMO and LUMO in eV: 5.52
Max |F| in eV/Å: 2.33
Highest occupied orbital energy in eV: -3.352
Total energy in eV: -39780.56782
Charge: -1
LUMO energy in eV: 2.16